{
  "formula": "C20H33N3O7PRbS7Sb",
  "method": "ωB97M-V with the def2-TZVPD basis set",
  "species": ["Sb", "Rb", "S", "S", "S", "S", "S", "S", "S", "P", "O", "O", "O", "O", "O", "O", "O", "N", "N", "N", "C", "C", "C", "C", "C", "C", "C", "C", "C", "C", "C", "C", "C", "C", "C", "C", "C", "C", "C", "C", "H", "H", "H", "H", "H", "H", "H", "H", "H", "H", "H", "H", "H", "H", "H", "H", "H", "H", "H", "H", "H", "H", "H", "H", "H", "H", "H", "H", "H", "H", "H", "H", "H"],
  "coordinates": [[-0.847, -1.445, 4.355], [-0.688, -0.869, 0.683], [-3.631, 1.770, -1.044], [-0.699, 1.605, -2.231], [0.828, -1.057, -2.453], [-2.634, -0.817, 3.042], [-0.157, 0.180, 5.775], [-0.796, -3.605, 4.998], [-2.698, -1.501, -1.878], [0.147, 2.313, 1.609], [0.524, -5.103, -1.970], [4.111, -5.503, 3.983], [1.966, -6.622, -1.541], [1.679, -0.893, 1.107], [1.178, -1.493, 3.176], [3.948, -7.159, 2.617], [0.450, -2.952, -0.336], [1.523, -1.796, 1.961], [1.378, -5.583, -1.240], [3.728, -5.990, 2.927], [-1.454, 2.981, 2.263], [1.190, 2.437, 3.124], [0.183, 1.391, -3.799], [1.963, 3.420, -0.251], [-0.396, -2.079, -3.309], [1.722, -4.957, -0.006], [-1.493, 4.406, 2.795], [-2.817, 3.271, -1.661], [2.600, 1.887, 2.959], [2.905, -5.197, 2.068], [2.517, -5.713, 0.848], [0.752, 3.762, 0.606], [-4.021, 0.903, -2.591], [1.252, -3.626, 0.328], [2.551, -3.895, 2.454], [-1.699, 3.053, -2.678], [-4.192, -0.593, -2.352], [-1.808, -1.523, -3.460], [1.186, 0.242, -3.677], [1.803, -3.127, 1.604], [-1.276, 5.137, 2.013], [3.244, 2.569, 2.401], [-2.477, 4.641, 3.203], [0.711, 2.311, -4.064], [-3.556, 3.959, -2.081], [0.975, 4.612, 1.261], [2.243, 4.259, -0.894], [-4.617, -1.054, -3.249], [2.819, -6.705, 0.556], [-0.402, -3.000, -2.726], [1.749, 2.558, -0.881], [-0.075, 4.070, -0.043], [-3.208, 1.065, -3.298], [-1.744, 2.269, 3.044], [2.824, 3.167, 0.364], [1.216, 3.471, 3.488], [-4.941, 1.307, -3.024], [2.143, 0.643, -3.342], [-2.359, -2.162, -4.157], [-2.415, 3.734, -0.759], [-1.085, 3.956, -2.724], [1.351, -0.212, -4.657], [-0.004, -2.319, -4.301], [2.575, 0.928, 2.443], [-2.201, 2.847, 1.472], [0.669, 1.835, 3.878], [-0.767, 4.550, 3.594], [-2.125, 2.899, -3.675], [-1.780, -0.511, -3.866], [2.857, -3.499, 3.410], [-0.546, 1.190, -4.591], [-4.901, -0.766, -1.540], [3.053, 1.726, 3.938]],
  "multiplicity": 2,
  "orbital_gap_ev": [4.30, 5.13],
  "charge": -2,
  "energy_ha": -4865.7143,
  "lumo_energy_ha": [0.1072, 0.1072],
  "e_above_lowest_kcal_mol": 16.9,
  "homo_energy_ev": [-1.4, -2.2]
}